[1]
{
  "formula": "C46H41F6N4O",
  "method": "ωB97M-V with the def2-TZVPD basis set",
  "elements": ["C", "H", "C", "C", "H", "C", "H", "C", "C", "H", "H", "H", "H", "H", "C", "F", "H", "C", "H", "H", "H", "C", "C", "H", "C", "H", "H", "C", "H", "C", "C", "H", "H", "H", "H", "H", "C", "C", "C", "H", "C", "C", "C", "C", "C", "H", "C", "C", "C", "C", "N", "H", "C", "C", "H", "H", "F", "H", "C", "F", "C", "F", "C", "H", "H", "C", "H", "H", "O", "H", "N", "C", "C", "H", "C", "C", "N", "F", "H", "C", "H", "C", "H", "H", "C", "H", "H", "C", "C", "C", "C", "H", "C", "F", "N", "H", "C", "C"],
  "xyz": [[2.64585, 4.44547, -3.82708], [1.00290, -1.85489, -1.89356], [-2.11612, 1.21090, 2.46249], [1.52570, 0.08887, -0.49699], [-3.62490, -1.41709, 1.36495], [4.08415, 3.42360, -6.01165], [-0.75869, -8.99364, -4.47568], [-1.81464, -2.74286, -0.18733], [1.51855, -6.81526, -2.19948], [-0.75689, 4.35698, 4.80380], [-2.23849, -1.44608, 2.51834], [-2.63288, 0.40245, 4.89824], [1.42082, -0.52944, 6.06436], [-2.37537, -4.73364, 0.34170], [1.26506, -8.63328, -3.78207], [-0.11322, -5.67040, 1.76463], [-5.04000, 5.43017, 0.90849], [-1.11623, 0.66391, 3.38881], [2.45192, 6.25875, -4.96864], [-2.73541, -2.31040, 0.20037], [-1.16878, 2.65264, 5.02969], [-1.11526, -6.91366, 0.03110], [-2.96622, 7.12284, 3.07077], [-2.08801, -6.51693, 0.32895], [-0.23280, -6.93959, 1.24351], [3.16821, -7.90926, -3.03883], [-4.91950, 1.74552, 1.49872], [-2.42028, 2.58845, 2.46248], [-1.77773, -7.34291, -2.89357], [-2.17298, 6.05602, 3.51821], [4.63992, 3.40167, -0.66841], [2.13020, -6.11803, -1.62402], [0.55267, 0.86825, 2.05073], [3.59905, 0.51421, -0.83980], [-3.91825, -0.95746, 3.06451], [-2.79695, 8.13001, 3.45906], [1.15264, 0.16119, 4.03341], [-3.18718, -0.94737, 2.23694], [-0.60398, -4.70312, -0.93806], [4.94230, 1.50695, -1.56440], [3.57945, 4.73489, -6.04020], [3.95021, 2.65387, -4.86140], [-0.12042, -8.43201, -3.79412], [-0.69856, -7.50799, -2.93123], [0.25062, -2.48408, -1.42181], [3.73964, 5.35506, -6.92666], [-0.87617, -0.46639, -0.40905], [-2.39884, 4.79218, 2.96724], [-0.79109, -1.86597, -0.65196], [-1.65976, -4.10689, -0.19889], [-1.83623, 3.54936, 3.24959], [-5.19608, 3.31455, 0.70749], [2.85892, 5.24386, -4.94889], [3.25573, 3.18232, -3.75903], [1.11404, -4.29295, -2.20251], [-4.59294, 7.75142, 1.81341], [5.82125, 3.46393, -0.00242], [-1.84668, -0.07791, -0.13309], [-3.98860, 6.90275, 2.13230], [-0.66249, -7.76249, 2.23601], [-1.57223, 0.26789, 4.65961], [4.27876, 4.68228, -1.02679], [2.56740, 0.80142, -1.04423], [5.38401, 2.96706, -2.58846], [0.78783, 3.08440, -2.86648], [-4.43563, 2.56872, 0.95642], [-4.00376, 2.18576, 0.02127], [-1.08274, 1.98793, -1.64037], [-2.98185, 0.41979, 1.82545], [1.70392, -9.43364, -4.38349], [3.35324, 2.52924, -2.51447], [0.31769, -3.85288, -1.59838], [0.16614, 0.42932, -0.78640], [4.58232, 2.99524, -6.88511], [2.30468, 1.86715, -1.92959], [0.70220, -0.20402, 5.30807], [-0.48809, -6.06581, -0.99967], [1.04155, -7.33085, 0.88871], [2.22120, 0.15827, 3.80188], [4.67604, 2.51945, -1.88226], [0.13075, 3.09407, 3.88143], [0.11854, -6.73082, -2.08998], [-1.16480, -7.92744, -0.36692], [-1.03772, -0.56940, 6.56385], [-0.66818, -0.22007, 5.59596], [2.05714, 4.78474, -2.97130], [4.35860, 1.64255, -4.77449], [2.08348, -7.79973, -3.01124], [0.24694, 0.56590, 3.05447], [-0.84453, 3.39267, 4.28847], [-0.06625, 1.61881, -1.53132], [-1.39370, 6.18554, 4.26351], [-4.23723, 5.61914, 1.62015], [3.67923, 2.99540, 0.22822], [-3.43355, 3.21700, 1.77251], [1.77014, -0.76244, 0.14119], [-3.40524, 4.58192, 2.04624], [0.97250, 2.25436, -2.18588]],
  "lowdin_charge": [-0.02, 0.12, -0.25, -0.03, 0.06, -0.07, 0.11, 0.01, -0.02, 0.08, 0.10, 0.13, 0.11, 0.12, -0.07, 0.12, 0.10, -0.24, 0.11, 0.09, 0.09, -0.01, -0.09, 0.13, -0.52, 0.11, 0.10, -0.13, 0.13, -0.02, -0.53, 0.12, 0.10, 0.11, 0.10, 0.10, -0.08, -0.05, -0.16, 0.13, -0.07, -0.02, -0.07, -0.02, 0.02, 0.11, 0.12, -0.16, -0.18, 0.02, -0.01, 0.08, -0.06, -0.25, 0.11, 0.10, 0.14, 0.12, -0.10, 0.14, -0.06, 0.12, 0.00, 0.16, 0.11, -0.01, 0.09, 0.13, -0.17, 0.11, -0.03, 0.03, -0.22, 0.11, -0.18, -0.08, -0.01, 0.12, 0.11, -0.01, 0.10, -0.24, 0.15, 0.11, -0.07, 0.12, 0.12, -0.06, -0.04, 0.00, 0.03, 0.10, -0.02, 0.12, -0.02, 0.13, -0.16, 0.03],
  "max_force_ha_per_bohr": 0.0886,
  "total_charge": 1,
  "e_tot_ha": -2670.6682,
  "multiplicity": 1
}

=====

[2]
{
  "formula": "C8H16N2O4",
  "method": "ωB97M-V with the def2-TZVPD basis set",
  "elements": ["H", "C", "O", "O", "C", "O", "C", "H", "C", "H", "N", "C", "H", "H", "H", "H", "C", "H", "C", "C", "H", "H", "N", "H", "H", "O", "H", "H", "H", "H"],
  "xyz": [[-1.10569, -2.61146, -1.08970], [-3.18544, -0.80928, -1.33222], [-2.83336, 1.63594, 0.58771], [-0.88744, 2.39098, -0.15551], [1.09535, -0.36845, 1.06370], [3.86966, -0.16970, -1.39426], [-1.72800, 1.40914, 0.14656], [3.34898, -1.60853, 0.05239], [-2.29705, -1.07219, -0.12745], [2.17591, 1.48432, -1.45743], [-0.25146, -0.28593, 1.07019], [-1.17585, -0.01798, -0.03417], [1.35905, -0.63518, -1.09254], [-2.86958, -0.95205, 0.77489], [-0.64992, -0.44222, 1.97714], [-3.64158, 0.19424, -1.27867], [-1.71056, -2.48795, -0.18207], [0.01512, 1.99864, -0.42256], [3.28554, -0.50588, -0.14490], [1.82128, -0.09785, -0.24407], [-2.59506, -0.86180, -2.28445], [2.12481, 1.91188, 0.16791], [1.66431, 1.34072, -0.58928], [-3.98711, -1.55726, -1.37825], [-0.60627, -0.03409, -1.00198], [1.71832, -0.64720, 2.08226], [-1.10378, -2.72095, 0.72689], [-2.54360, -3.19587, -0.24720], [3.79273, 0.02224, 0.70588], [4.82695, -0.35300, -1.35251]],
  "lowdin_charge": [0.08, -0.06, 0.10, 0.09, -0.44, -0.08, -0.50, 0.14, -0.39, 0.10, 0.14, -0.21, 0.15, 0.13, 0.16, 0.08, -0.07, 0.07, -0.23, -0.28, 0.10, 0.14, 0.06, 0.08, 0.16, 0.06, 0.09, 0.08, 0.14, 0.10],
  "max_force_ha_per_bohr": 0.0278,
  "total_charge": 0,
  "e_tot_ha": -724.9458,
  "smiles": "CC(C)[C@H](NC(=O)[C@@H](N)CO)C(=O)O",
  "multiplicity": 1
}

=====

[3]
{
  "formula": "C25H20",
  "method": "ωB97M-V with the def2-TZVPD basis set",
  "elements": ["H", "C", "H", "C", "H", "H", "C", "H", "C", "C", "H", "C", "H", "H", "H", "H", "C", "H", "C", "C", "C", "H", "C", "C", "H", "H", "C", "C", "C", "C", "C", "C", "H", "C", "C", "H", "C", "H", "H", "C", "C", "C", "C", "H", "H"],
  "xyz": [[0.89762, -6.14536, -0.66197], [2.01772, -0.00349, 1.44262], [-1.74886, -2.03101, -1.21351], [0.29942, 1.38954, 0.19702], [-2.65382, -4.10011, -2.11746], [0.22020, 3.75375, 1.46599], [0.30970, -5.38183, -0.80982], [2.37843, -1.96012, 0.51035], [-1.14952, -2.91872, -0.99899], [3.80037, 3.58778, 3.13522], [2.80283, -0.00272, 2.17994], [-0.66466, 0.43411, -0.21461], [4.86595, 3.36159, 3.58473], [-1.55503, -6.12468, -1.91923], [-4.93455, 1.16081, -2.03720], [-4.05111, 0.86896, -4.26380], [1.75533, 4.73627, 2.77628], [0.25208, 2.29037, -0.39783], [-0.95842, -5.27810, -1.44191], [-3.41499, 0.80075, -3.45834], [0.29123, -1.70002, 0.50045], [-3.41915, 0.87086, -0.05921], [-0.86382, -0.69145, 0.77076], [-0.05735, -2.99006, -0.18716], [4.08050, 1.85904, 1.94470], [-1.88685, -0.98361, 0.58869], [3.35147, 2.60201, 2.14245], [1.42462, 1.23184, 1.16316], [-1.63237, 0.57992, -1.31896], [1.27342, 3.66506, 1.95112], [-2.05420, 0.45647, -3.70037], [-3.89953, 0.96338, -2.15531], [-0.13395, 0.12276, -2.79034], [1.60030, -1.33151, 0.82377], [-1.76538, -4.12424, -1.46909], [-0.77907, -0.32326, 1.77254], [-3.01366, 0.86162, -1.08738], [-1.67231, 0.34868, -4.73616], [1.18363, 5.67769, 2.99057], [2.89765, 4.62400, 3.52766], [0.74369, -4.20562, -0.16563], [-1.13356, 0.44750, -2.61418], [2.00114, 2.43202, 1.81850], [3.34091, 5.30529, 4.20895], [1.65393, -4.13616, 0.32299]],
  "lowdin_charge": [0.04, 0.01, 0.10, 0.02, 0.10, 0.13, -0.05, 0.08, -0.05, -0.06, 0.09, -0.16, 0.13, 0.11, 0.09, 0.07, -0.11, 0.11, -0.09, -0.08, -0.11, 0.12, -0.10, -0.17, 0.08, 0.10, -0.05, -0.16, -0.22, -0.02, -0.05, -0.08, 0.11, 0.00, -0.06, 0.12, -0.02, 0.11, 0.11, -0.12, 0.00, -0.03, -0.20, 0.08, 0.08],
  "max_force_ha_per_bohr": 0.1437,
  "total_charge": 0,
  "e_tot_ha": -964.5124,
  "smiles": "C1=C(c2ccccc2)C=C(c2ccccc2)CC(c2ccccc2)=C1",
  "multiplicity": 1
}

=====

[4]
{
  "formula": "C3H5NO",
  "method": "ωB97M-V with the def2-TZVPD basis set",
  "elements": ["O", "H", "H", "C", "H", "H", "N", "H", "C", "C"],
  "xyz": [[0.38001, -0.84293, -0.62566], [0.98303, -1.88591, 0.98707], [-0.91140, 0.09677, -1.89426], [-0.15255, 0.35011, -1.14474], [-0.59004, -1.08133, 1.20111], [0.90731, -0.12265, 1.26763], [-1.20939, 1.98758, 0.62575], [0.63807, 0.91986, -1.64951], [-0.76482, 1.25693, -0.15304], [0.41742, -0.97511, 0.78185]],
  "lowdin_charge": [-0.18, 0.09, 0.13, -0.20, 0.09, 0.09, 0.16, 0.13, -0.20, -0.11],
  "max_force_ha_per_bohr": 0.0228,
  "total_charge": 0,
  "e_tot_ha": -247.2607,
  "smiles": "COCC#N",
  "multiplicity": 1
}

=====

[5]
{
  "formula": "C16H11Cl2NOS",
  "method": "ωB97M-V with the def2-TZVPD basis set",
  "elements": ["C", "O", "H", "H", "H", "H", "C", "C", "C", "C", "N", "C", "C", "H", "C", "C", "S", "C", "H", "H", "C", "H", "Cl", "C", "C", "C", "C", "C", "H", "H", "Cl", "H"],
  "xyz": [[-2.33546, 0.66729, -0.25472], [-0.89161, 2.20982, -0.66502], [3.71200, 1.87292, 0.81173], [1.54770, 2.37174, -0.13982], [-4.65671, 1.69917, -1.00290], [-2.89487, -1.84174, 0.60517], [4.26051, 0.98696, 0.53585], [3.71879, 0.04943, -0.33336], [6.27733, -0.32181, 0.69505], [5.53165, 0.78848, 1.04700], [-2.19347, 1.87620, -0.75323], [4.45956, -1.07002, -0.70143], [1.24911, 1.34927, 0.08946], [-5.10091, -2.91600, 0.67707], [-6.11911, -1.21152, -0.12162], [-5.00048, -1.90602, 0.31162], [2.11383, 0.19391, -1.06065], [-3.63124, 0.00927, -0.20321], [4.03735, -1.79156, -1.38251], [-0.83716, -0.75794, 0.63772], [-3.76206, -1.29475, 0.26985], [1.54046, 1.06643, 1.10054], [6.64529, -2.63327, -0.64622], [5.73082, -1.24215, -0.18777], [-6.00872, 0.08741, -0.59748], [-0.21035, 1.20059, -0.09817], [-1.07313, 0.18177, 0.18710], [-4.76879, 0.69131, -0.63673], [5.94817, 1.51710, 1.72578], [-6.88795, 0.61476, -0.93259], [-7.66795, -1.97372, -0.06963], [7.26742, -0.47332, 1.09310]],
  "lowdin_charge": [-0.23, 0.02, 0.10, 0.09, 0.11, 0.11, -0.10, -0.54, -0.11, -0.08, 0.11, -0.14, -0.36, 0.11, -0.67, -0.10, 0.98, -0.17, 0.10, 0.11, -0.02, 0.09, 0.68, -0.67, -0.09, -0.35, 0.05, -0.01, 0.11, 0.11, 0.68, 0.10],
  "max_force_ha_per_bohr": 0.0241,
  "total_charge": 0,
  "e_tot_ha": -2064.8474,
  "smiles": "Clc1ccc(-c2cc(CSc3cccc(Cl)c3)on2)cc1",
  "multiplicity": 1
}

=====

[6]
{
  "formula": "C5H8O2",
  "method": "ωB97M-V with the def2-TZVPD basis set",
  "elements": ["H", "O", "H", "H", "H", "C", "H", "C", "O", "C", "C", "H", "H", "H", "C"],
  "xyz": [[-0.48784, 0.53711, -1.73066], [0.43401, -2.22031, -0.65585], [0.41824, 2.47224, 1.23998], [0.53843, -0.59432, 1.61814], [-2.42263, -1.03881, 0.15437], [0.84253, 1.51287, 1.51773], [-1.83689, -0.58744, -2.27816], [0.14870, 0.39275, 1.37003], [-1.14474, 0.40621, 0.90999], [-1.45242, -0.57902, -0.02755], [-0.42460, -1.38630, -0.72632], [2.47416, 0.20905, -0.61213], [2.52252, -0.41574, -1.01369], [1.84066, 1.48219, 1.94000], [-1.09207, -0.34676, -1.52283]],
  "lowdin_charge": [0.12, 0.11, 0.07, 0.13, 0.16, 0.03, 0.11, -0.24, -0.05, -0.22, -0.36, 0.03, 0.04, 0.06, 0.02],
  "max_force_ha_per_bohr": 0.0127,
  "total_charge": 0,
  "e_tot_ha": -345.6512,
  "smiles": "C=CO[C@H]1CC1=O.[H][H]",
  "multiplicity": 1
}

=====

[7]
{
  "formula": "C2H10N3",
  "method": "ωB97M-V with the def2-TZVPD basis set",
  "elements": ["H", "H", "H", "H", "H", "H", "H", "N", "C", "N", "H", "C", "N", "H", "H"],
  "xyz": [[0.21231, 1.37058, -0.38257], [-0.36629, 2.97431, 1.04522], [0.83766, 3.35861, 0.00923], [-0.32987, -3.06437, -1.24179], [0.29160, -3.32367, 0.46943], [1.44196, -2.78752, -0.85156], [0.95892, 0.17516, -1.49755], [-0.81471, -0.57170, 1.06921], [-0.06383, -0.63651, 0.00987], [0.40487, 0.33848, -0.67506], [-1.12412, -1.40685, 1.53752], [0.43319, -2.90239, -0.50569], [-0.04001, 2.85513, 0.09209], [-0.70994, 3.30520, -0.52393], [-1.13173, 0.31555, 1.44559]],
  "lowdin_charge": [0.05, 0.06, 0.07, 0.03, 0.02, 0.03, 0.12, 0.15, -0.22, 0.13, 0.12, 0.21, 0.05, 0.07, 0.12],
  "max_force_ha_per_bohr": 0.0946,
  "total_charge": 1,
  "e_tot_ha": -246.1595,
  "multiplicity": 1
}

=====

Repeat the third record exactly.
{
  "formula": "C25H20",
  "method": "ωB97M-V with the def2-TZVPD basis set",
  "elements": ["H", "C", "H", "C", "H", "H", "C", "H", "C", "C", "H", "C", "H", "H", "H", "H", "C", "H", "C", "C", "C", "H", "C", "C", "H", "H", "C", "C", "C", "C", "C", "C", "H", "C", "C", "H", "C", "H", "H", "C", "C", "C", "C", "H", "H"],
  "xyz": [[0.89762, -6.14536, -0.66197], [2.01772, -0.00349, 1.44262], [-1.74886, -2.03101, -1.21351], [0.29942, 1.38954, 0.19702], [-2.65382, -4.10011, -2.11746], [0.22020, 3.75375, 1.46599], [0.30970, -5.38183, -0.80982], [2.37843, -1.96012, 0.51035], [-1.14952, -2.91872, -0.99899], [3.80037, 3.58778, 3.13522], [2.80283, -0.00272, 2.17994], [-0.66466, 0.43411, -0.21461], [4.86595, 3.36159, 3.58473], [-1.55503, -6.12468, -1.91923], [-4.93455, 1.16081, -2.03720], [-4.05111, 0.86896, -4.26380], [1.75533, 4.73627, 2.77628], [0.25208, 2.29037, -0.39783], [-0.95842, -5.27810, -1.44191], [-3.41499, 0.80075, -3.45834], [0.29123, -1.70002, 0.50045], [-3.41915, 0.87086, -0.05921], [-0.86382, -0.69145, 0.77076], [-0.05735, -2.99006, -0.18716], [4.08050, 1.85904, 1.94470], [-1.88685, -0.98361, 0.58869], [3.35147, 2.60201, 2.14245], [1.42462, 1.23184, 1.16316], [-1.63237, 0.57992, -1.31896], [1.27342, 3.66506, 1.95112], [-2.05420, 0.45647, -3.70037], [-3.89953, 0.96338, -2.15531], [-0.13395, 0.12276, -2.79034], [1.60030, -1.33151, 0.82377], [-1.76538, -4.12424, -1.46909], [-0.77907, -0.32326, 1.77254], [-3.01366, 0.86162, -1.08738], [-1.67231, 0.34868, -4.73616], [1.18363, 5.67769, 2.99057], [2.89765, 4.62400, 3.52766], [0.74369, -4.20562, -0.16563], [-1.13356, 0.44750, -2.61418], [2.00114, 2.43202, 1.81850], [3.34091, 5.30529, 4.20895], [1.65393, -4.13616, 0.32299]],
  "lowdin_charge": [0.04, 0.01, 0.10, 0.02, 0.10, 0.13, -0.05, 0.08, -0.05, -0.06, 0.09, -0.16, 0.13, 0.11, 0.09, 0.07, -0.11, 0.11, -0.09, -0.08, -0.11, 0.12, -0.10, -0.17, 0.08, 0.10, -0.05, -0.16, -0.22, -0.02, -0.05, -0.08, 0.11, 0.00, -0.06, 0.12, -0.02, 0.11, 0.11, -0.12, 0.00, -0.03, -0.20, 0.08, 0.08],
  "max_force_ha_per_bohr": 0.1437,
  "total_charge": 0,
  "e_tot_ha": -964.5124,
  "smiles": "C1=C(c2ccccc2)C=C(c2ccccc2)CC(c2ccccc2)=C1",
  "multiplicity": 1
}